{
  "formula": "CH4O2S",
  "method": "ωB97M-V with the def2-TZVPD basis set",
  "elements": ["C", "O", "O", "S", "H", "H", "H", "H"],
  "xyz": [[-1.16272, 0.17000, -0.31893], [1.73788, -0.53639, -0.86962], [1.42854, 1.21837, 0.96006], [1.06235, 0.03367, 0.25607], [-1.58481, -0.32002, 0.45933], [-1.26885, 1.17772, -0.53615], [-1.17504, -0.48404, -1.13343], [0.96265, -1.25931, 1.18266]],
  "nbo_charge": [-0.614, -0.919, -0.896, 1.832, 0.196, 0.213, 0.203, -0.016],
  "homo_lumo_gap_ev": 9.73,
  "de_lowest_kj_mol": 309.7,
  "fmax_ev_per_a": 5.41,
  "mol_weight_g_mol": 80.11,
  "total_energy_ev": -16028.8654
}